Record 1
Below is CH4N2 in the gas phase in a non-equilibrium geometry, with properties calculated with ωB97M-V with the def2-TZVPD basis set.

```
7
Properties=species:S:1:pos:R:3:nbo_charge:R:1
C -0.336 -0.200 0.225 0.274
H 0.926 -1.732 -0.471 0.392
H 1.453 -0.108 -0.844 0.390
H -1.034 -0.891 0.686 0.168
H 0.032 1.688 -0.045 0.320
N 0.639 -0.706 -0.594 -0.840
N -0.548 1.027 0.497 -0.704
```

Results
- Total charge: 0
- Maximum force: 0.0551 hartree/bohr
- Molecular weight: 44.057 Da
- SMILES: [H]/N=C\N
- Kohn-Sham gap: 10.350 eV
- Highest occupied orbital energy: -9.3 eV


Record 2
Below is 13 unconnected molecules or ions with the total composition C30H86O13 in a non-equilibrium geometry, with properties calculated with ωB97M-V with the def2-TZVPD basis set.

```
129
Properties=species:S:1:pos:R:3:mulliken_charge:R:1
C 1.902 2.211 -7.935 -0.484
O 2.693 1.969 -9.067 -0.501
H 1.119 2.898 -8.255 0.242
H 1.374 1.332 -7.564 0.220
H 2.486 2.692 -7.151 0.220
H 3.215 2.760 -9.218 0.304
C 7.732 7.618 0.121 -0.414
O 7.088 8.742 -0.410 -0.505
H 7.040 6.796 -0.057 0.177
H 8.656 7.486 -0.442 0.180
H 7.833 7.791 1.192 0.254
H 7.169 9.481 0.197 0.308
C 0.571 7.414 2.735 -0.511
O -0.305 7.548 1.597 -0.493
H 0.028 7.749 3.619 0.228
H 0.751 6.375 3.009 0.235
H 1.553 7.865 2.590 0.243
H 0.041 7.008 0.883 0.297
C 2.287 1.093 1.049 -1.225
C 1.041 0.491 0.402 0.529
C -0.304 1.025 0.931 -1.255
O 1.073 0.797 -0.960 -0.556
H 2.457 2.137 0.785 0.321
H 3.224 0.549 0.933 0.310
H 2.105 1.057 2.123 0.314
H 0.900 -0.587 0.484 0.298
H -0.306 0.996 2.021 0.336
H -1.156 0.407 0.649 0.307
H -0.494 2.032 0.558 0.311
H 0.970 -0.016 -1.461 0.310
C 4.205 -4.924 3.867 -1.229
C 4.676 -6.031 4.783 0.574
C 3.644 -7.086 4.847 -1.394
O 5.767 -6.757 4.250 -0.548
H 4.915 -4.101 3.950 0.337
H 3.249 -4.548 4.231 0.317
H 4.147 -5.312 2.851 0.328
H 4.959 -5.575 5.731 0.259
H 3.965 -7.957 5.418 0.314
H 3.357 -7.452 3.861 0.341
H 2.673 -6.773 5.229 0.393
H 6.538 -6.185 4.264 0.307
C -3.352 -9.039 -0.992 -1.267
C -2.881 -7.574 -1.042 0.576
C -1.782 -7.301 -0.024 -1.294
O -2.479 -7.213 -2.340 -0.534
H -4.171 -9.121 -1.707 0.344
H -3.729 -9.379 -0.027 0.357
H -2.545 -9.718 -1.267 0.301
H -3.769 -6.986 -0.811 0.199
H -1.618 -6.246 0.193 0.305
H -0.843 -7.624 -0.474 0.361
H -1.826 -7.928 0.866 0.339
H -3.260 -7.192 -2.899 0.313
C -8.126 -1.935 1.852 -1.366
C -8.486 -0.825 2.752 0.645
C -7.259 -0.184 3.414 -1.316
O -9.173 0.210 2.088 -0.542
H -7.485 -1.525 1.072 0.323
H -9.013 -2.288 1.326 0.331
H -7.599 -2.791 2.275 0.368
H -9.094 -1.253 3.549 0.148
H -6.744 0.490 2.730 0.336
H -6.614 -1.026 3.664 0.324
H -7.538 0.301 4.349 0.414
H -9.207 0.839 2.811 0.335
C 3.616 -5.061 -4.265 -1.100
C 2.643 -4.266 -5.180 0.349
C 2.117 -5.066 -6.369 -1.256
O 1.534 -3.907 -4.383 -0.531
H 4.328 -5.591 -4.899 0.336
H 3.066 -5.779 -3.657 0.274
H 4.161 -4.411 -3.580 0.296
H 3.095 -3.366 -5.597 0.280
H 1.596 -5.946 -5.992 0.320
H 2.881 -5.355 -7.090 0.358
H 1.355 -4.496 -6.900 0.339
H 0.975 -4.682 -4.292 0.336
C 1.529 2.788 9.236 -1.335
C 1.794 1.272 9.551 0.380
C 2.167 0.586 8.214 -1.183
O 2.832 1.127 10.553 -0.543
H 0.698 2.754 8.532 0.380
H 2.201 3.414 8.649 0.386
H 1.233 3.283 10.161 0.355
H 0.855 0.805 9.849 0.274
H 2.320 -0.490 8.303 0.296
H 3.145 0.998 7.964 0.287
H 1.529 0.758 7.347 0.353
H 3.424 1.866 10.392 0.349
C -4.880 0.476 -4.366 -1.240
C -6.268 1.085 -4.748 0.420
C -6.302 1.511 -6.230 -1.158
O -7.277 0.096 -4.634 -0.559
H -4.538 -0.221 -5.132 0.300
H -5.020 0.003 -3.395 0.309
H -4.101 1.229 -4.241 0.366
H -6.369 1.914 -4.046 0.270
H -6.264 0.661 -6.911 0.326
H -5.432 2.132 -6.442 0.335
H -7.268 1.988 -6.391 0.305
H -8.086 0.518 -4.335 0.327
C 9.828 0.522 -1.524 -1.218
C 9.828 -0.938 -1.202 0.496
C 10.026 -1.893 -2.385 -1.248
O 10.724 -1.088 -0.133 -0.555
H 9.067 0.809 -2.250 0.356
H 10.816 0.791 -1.896 0.335
H 9.582 1.122 -0.648 0.294
H 8.823 -1.223 -0.893 0.224
H 10.947 -1.760 -2.952 0.326
H 9.145 -1.800 -3.020 0.340
H 10.064 -2.917 -2.014 0.319
H 11.640 -0.877 -0.331 0.330
C -7.481 6.317 0.066 -1.222
C -8.669 6.574 -0.886 0.379
C -9.538 7.736 -0.351 -1.306
O -8.132 7.019 -2.097 -0.544
H -6.837 7.183 0.216 0.306
H -6.783 5.555 -0.282 0.312
H -7.710 6.119 1.113 0.366
H -9.200 5.631 -1.021 0.279
H -10.014 7.474 0.594 0.361
H -10.332 8.044 -1.030 0.343
H -8.961 8.620 -0.079 0.367
H -7.897 7.940 -1.959 0.359
O 0.691 5.206 -2.736 -0.632
H 1.017 4.312 -2.838 0.319
H -0.179 5.191 -3.134 0.315
```

Results
- Total charge: 0
- Maximum force: 0.0458 hartree/bohr
- Molecular weight: 655.005 Da
- Kohn-Sham gap: 10.211 eV
- Highest occupied orbital energy: -10.0 eV


Record 3
Below is 7 unconnected molecules or ions with the total composition C7H27NO6 in a non-equilibrium geometry, with properties calculated with ωB97M-V with the def2-TZVPD basis set.

```
41
Properties=species:S:1:pos:R:3:nbo_charge:R:1
C -1.089 -1.804 1.181 -0.229
C -0.863 -2.854 0.099 -0.421
C 0.560 -2.995 -0.470 -0.392
C 1.217 -1.684 -0.893 -0.444
C 0.437 -0.880 -1.884 -0.196
C 0.976 -0.341 -2.974 -0.194
C 0.197 0.522 -3.933 -0.641
N -0.188 -1.846 2.341 -0.873
H -1.010 -0.797 0.773 0.193
H -2.118 -1.893 1.535 0.195
H -1.579 -2.680 -0.712 0.214
H -1.150 -3.848 0.466 0.198
H 0.489 -3.626 -1.356 0.207
H 1.185 -3.503 0.268 0.200
H 2.215 -1.914 -1.287 0.208
H 1.450 -1.034 -0.044 0.207
H -0.611 -0.723 -1.645 0.219
H 2.009 -0.477 -3.286 0.190
H 0.744 1.440 -4.169 0.207
H -0.023 0.007 -4.868 0.214
H -0.736 0.895 -3.502 0.211
H 0.751 -1.520 2.118 0.376
H -0.154 -2.786 2.716 0.359
H -2.421 1.168 -0.021 0.493
H -2.992 1.273 -1.411 0.461
O -2.743 0.612 -0.766 -0.976
H -0.061 4.680 0.808 0.478
H -0.762 3.324 0.495 0.511
O -0.094 3.962 0.164 -0.984
H 1.428 3.070 0.121 0.512
H 2.160 2.033 -0.744 0.484
O 2.231 2.487 0.110 -0.986
H -0.695 0.023 3.171 0.506
H 0.491 0.984 2.891 0.510
O -0.453 0.970 3.177 -1.005
H 2.795 1.029 2.794 0.479
H 2.141 1.424 1.427 0.514
O 2.087 0.799 2.196 -1.000
H -2.603 2.586 1.848 0.490
H -1.350 1.673 1.964 0.522
O -1.868 2.242 1.302 -1.018
```

Results
- Total charge: 0
- Maximum force: 0.0225 hartree/bohr
- Molecular weight: 221.294 Da
- SMILES: C/C=C/CCCCN.O.O.O.O.O.O
- Kohn-Sham gap: 9.516 eV
- Highest occupied orbital energy: -9.0 eV


Record 4
Below is a molecular structure, C22H20ClN4O5SbSe4TeW in a non-equilibrium geometry, with properties calculated with ωB97M-V with the def2-TZVPD basis set.

```
59
Properties=species:S:1:pos:R:3:nbo_charge:R:1
W 0.071 0.546 -0.067 1.461
C 0.556 4.915 2.182 -0.258
O 1.869 5.054 1.627 -0.533
C 2.700 3.990 1.771 0.298
C 3.966 4.208 2.208 -0.245
C 4.923 3.156 2.351 -0.272
C 4.551 1.883 2.095 -0.153
C 3.217 1.598 1.674 -0.269
C 2.836 0.308 1.384 0.240
N 1.602 -0.107 1.149 -0.426
N 1.689 -1.366 0.500 -0.320
C 0.520 -1.886 0.297 0.500
O -0.575 -1.177 0.657 -0.679
C 0.367 -3.190 -0.352 -0.068
C 1.400 -3.713 -1.122 -0.153
C 1.216 -4.939 -1.744 -0.217
C 0.028 -5.639 -1.583 -0.207
C -0.997 -5.111 -0.805 -0.243
C -0.834 -3.878 -0.198 -0.186
C 2.281 2.645 1.382 0.428
O 1.192 2.418 0.798 -0.647
H 0.184 5.927 2.325 0.181
H 0.597 4.407 3.149 0.180
H -0.093 4.365 1.510 0.214
H 4.242 5.227 2.449 0.212
H 5.929 3.390 2.673 0.202
H 5.242 1.057 2.215 0.205
H 3.590 -0.469 1.292 0.218
H 2.302 -3.138 -1.304 0.294
H 2.001 -5.319 -2.384 0.220
H -0.110 -6.592 -2.080 0.195
H -1.928 -5.653 -0.687 0.199
H -1.629 -3.437 0.389 0.231
Se -4.917 1.146 4.498 -0.666
Sb -2.985 2.482 4.257 0.978
Se -1.013 2.479 -0.850 -0.136
Se -2.792 3.549 1.830 -0.391
Se -2.154 3.882 5.959 -0.665
N -3.006 0.538 -2.886 -0.808
C -3.317 -0.516 -2.069 0.399
C -3.546 -1.802 -2.593 -0.305
C -3.945 -2.800 -1.736 -0.157
C -4.101 -2.520 -0.379 -0.343
C -3.783 -1.244 0.047 0.072
N -3.390 -0.263 -0.763 -0.485
H -2.574 0.318 -3.767 0.379
H -2.622 1.337 -2.393 0.417
H -3.391 -1.996 -3.647 0.204
H -4.110 -3.802 -2.114 0.201
H -4.431 -3.272 0.325 0.207
H -3.831 -0.980 1.100 0.206
Cl 3.186 -1.846 -3.250 -0.968
C 0.914 1.018 -3.597 -0.559
C 0.878 0.521 -2.372 0.596
O 1.544 0.953 -1.281 -0.672
O -0.117 -0.269 -1.832 -0.693
H 0.319 0.549 -4.365 0.207
H 1.750 1.638 -3.881 0.220
Te -1.472 1.419 2.011 0.158
```

Results
- Total charge: -2
- Maximum force: 0.0738 hartree/bohr
- Molecular weight: 1204.918 Da
- Kohn-Sham gap: 5.138 eV
- Highest occupied orbital energy: -2.5 eV


Record 5
Below is a molecular structure, C5H6NaO4 in a non-equilibrium geometry, with properties calculated with ωB97M-V with the def2-TZVPD basis set.

```
16
Properties=species:S:1:pos:R:3:lowdin_spin:R:1
C -1.268 0.339 -0.930 0.020
C -0.414 0.543 0.263 -0.004
O 0.941 0.636 -0.019 0.000
Na 1.758 3.274 0.637 0.000
H -0.741 0.544 -1.875 0.007
H -0.858 1.687 -0.102 -0.001
H -0.601 -0.220 1.029 -0.001
H -2.296 0.717 -0.736 0.009
C 1.813 0.134 0.902 0.000
O 1.855 -0.997 1.267 0.000
O 2.498 1.169 1.372 0.000
H 3.254 0.872 1.901 0.000
C -1.647 -1.390 -1.239 0.550
C -1.234 -2.436 -0.486 0.186
O -0.840 -3.288 0.162 0.217
H -2.222 -1.583 -2.148 0.018
```

Results
- Total charge: +2
- Maximum force: 0.1031 hartree/bohr
- Molecular weight: 153.089 Da
- Spin multiplicity: 2
- Kohn-Sham gap (spin up / spin down): 10.137 / 7.326 eV
- Highest occupied orbital energy (spin up / spin down): -18.4 / -18.3 eV


Record 6
Below is 5 unconnected molecules or ions with the total composition C9H18Cl10O2 in a non-equilibrium geometry, with properties calculated with ωB97M-V with the def2-TZVPD basis set.

```
39
Properties=species:S:1:pos:R:3:nbo_charge:R:1
C 1.446 -0.265 -3.601 -0.230
Cl 2.343 -1.260 -4.750 0.065
Cl 2.442 -0.105 -2.137 0.054
Cl 1.119 1.342 -4.252 0.062
Cl -0.079 -1.042 -3.203 0.054
C 0.019 -2.106 1.101 -0.114
C 1.421 -1.575 1.138 -0.096
O 2.138 -2.031 2.285 -0.719
O -0.055 -3.482 0.759 -0.734
H -0.591 -1.474 0.442 0.179
H -0.449 -1.982 2.080 0.192
H 1.420 -0.486 1.150 0.193
H 1.979 -1.872 0.238 0.157
H 2.123 -2.993 2.256 0.468
H 0.004 -3.553 -0.198 0.468
Cl 3.148 3.912 3.674 -0.051
C 2.632 3.126 2.168 -0.396
C 3.115 3.931 0.980 -0.372
Cl 2.741 3.094 -0.558 -0.075
H 1.564 2.946 2.108 0.233
H 3.097 2.139 2.172 0.219
H 4.185 4.105 1.014 0.221
H 2.589 4.881 0.922 0.221
Cl -4.264 -1.971 2.102 -0.034
C -3.607 -3.228 1.061 -0.414
C -3.705 -2.931 -0.421 -0.376
Cl -3.104 -1.303 -0.832 -0.073
H -4.181 -4.136 1.246 0.224
H -2.572 -3.442 1.320 0.238
H -4.723 -3.024 -0.790 0.220
H -3.096 -3.646 -0.971 0.222
Cl -0.720 4.358 -1.013 -0.060
C -1.549 2.835 -1.437 -0.390
C -0.830 1.622 -0.938 -0.391
Cl -0.698 1.586 0.850 -0.076
H -1.688 2.813 -2.514 0.229
H -2.520 2.911 -0.948 0.225
H 0.209 1.613 -1.270 0.228
H -1.302 0.691 -1.232 0.231
```

Results
- Total charge: 0
- Maximum force: 0.0211 hartree/bohr
- Molecular weight: 512.771 Da
- SMILES: ClC(Cl)(Cl)Cl.ClCCCl.ClCCCl.ClCCCl.OCCO
- Kohn-Sham gap: 10.175 eV
- Highest occupied orbital energy: -10.2 eV


Record 7
Below is 13 unconnected molecules or ions with the total composition C6H36NO13 in a non-equilibrium geometry, with properties calculated with ωB97M-V with the def2-TZVPD basis set.

```
56
Properties=species:S:1:pos:R:3:nbo_charge:R:1
C 2.903 -1.459 -1.139 -0.210
C 1.443 -1.737 -1.537 -0.458
C 0.446 -0.783 -0.933 -0.233
C -0.620 -1.194 -0.226 -0.211
C -1.550 -0.267 0.398 -0.448
C -2.598 -0.669 1.153 0.236
O -3.421 0.133 1.845 -0.683
N 3.298 -0.044 -1.448 -0.745
H 3.582 -2.139 -1.672 0.223
H 3.120 -1.592 -0.071 0.210
H 1.369 -1.717 -2.630 0.231
H 1.189 -2.756 -1.253 0.230
H 0.652 0.266 -1.175 0.201
H -0.807 -2.250 -0.097 0.215
H -1.365 0.799 0.345 0.223
H -2.936 -1.693 1.186 0.173
H -3.048 1.054 1.928 0.514
H 2.840 0.217 -2.376 0.464
H 4.304 0.107 -1.500 0.423
H 2.909 0.609 -0.722 0.467
H 0.564 -2.077 3.110 0.504
H -0.712 -2.142 3.987 0.501
O 0.058 -1.574 3.775 -0.996
H 2.068 1.133 1.363 0.503
H 1.872 2.262 0.335 0.520
O 2.478 1.527 0.577 -0.964
H 0.305 1.268 4.322 0.487
H 0.051 0.059 3.403 0.520
O 0.073 1.063 3.408 -1.008
H -1.997 -0.190 -1.677 0.524
H -3.178 0.110 -2.673 0.510
O -2.243 0.264 -2.502 -0.986
H -0.420 -4.183 3.249 0.496
H 0.577 -4.883 2.243 0.487
O 0.368 -4.067 2.706 -0.982
H 1.418 0.105 -4.092 0.521
H 2.654 1.046 -4.295 0.494
O 2.395 0.169 -4.001 -0.979
H -1.022 0.082 -3.685 0.507
H -0.691 -0.313 -5.151 0.489
O -0.300 0.084 -4.366 -0.996
H -1.124 3.167 1.006 0.491
H -0.871 3.290 -0.545 0.486
O -0.529 3.568 0.332 -1.027
H -1.894 -3.508 5.331 0.500
H -2.826 -2.974 4.248 0.501
O -1.923 -3.284 4.392 -0.963
H -1.580 1.898 -2.372 0.518
H -1.621 3.477 -2.742 0.506
O -1.239 2.801 -2.169 -0.995
H -1.278 1.872 2.721 0.529
H -2.323 3.017 2.868 0.500
O -2.031 2.340 2.245 -0.995
H 0.483 2.854 -2.194 0.492
H 1.323 3.755 -1.267 0.481
O 1.403 3.097 -1.966 -0.999
```

Results
- Total charge: +1
- Maximum force: 0.0228 hartree/bohr
- Molecular weight: 330.348 Da
- Kohn-Sham gap: 8.674 eV
- Highest occupied orbital energy: -10.8 eV


Record 8
Below is a molecular structure, C8H11Br12IN2O3P in a non-equilibrium geometry, with properties calculated with ωB97M-V with the def2-TZVPD basis set.

```
38
Properties=species:S:1:pos:R:3:nbo_charge:R:1
O -1.324 0.947 1.270 -1.137
P -1.309 0.236 -0.023 2.327
O -0.963 -1.279 0.269 -0.973
O -2.813 0.320 -0.616 -0.994
C 0.005 0.933 -1.096 -0.859
C 0.560 2.150 -0.426 0.461
N 1.823 2.205 -0.014 -0.461
C 2.026 3.422 0.595 -0.051
C 0.871 4.098 0.529 -0.055
N -0.052 3.281 -0.116 -0.465
I -1.970 3.845 -0.427 0.516
H -1.475 -1.500 1.067 0.531
H -3.295 0.947 -0.055 0.536
H -0.357 1.183 -2.090 0.309
H 0.795 0.189 -1.170 0.289
H 2.503 1.468 -0.108 0.454
H 2.934 3.761 1.055 0.262
H 0.623 5.070 0.908 0.261
C -1.959 -1.639 -4.217 -0.509
Br -2.266 -0.236 -5.483 0.099
Br -2.051 -0.932 -2.394 0.089
Br -3.155 -3.111 -4.443 0.121
H -0.959 -2.010 -4.392 0.226
C -0.562 -3.590 3.985 -0.507
Br -0.905 -5.349 3.307 0.119
Br 1.043 -2.834 3.237 0.073
Br -2.072 -2.423 3.737 0.082
H -0.404 -3.677 5.050 0.237
C 1.269 -0.842 6.595 -0.509
Br -0.119 0.176 5.737 0.092
Br 2.224 0.206 7.889 0.109
Br 0.585 -2.464 7.372 0.090
H 1.975 -1.128 5.829 0.225
C 1.872 -0.323 -6.300 -0.494
Br 1.528 1.117 -7.514 0.124
Br 1.758 0.259 -4.456 0.033
Br 0.726 -1.824 -6.625 0.114
H 2.889 -0.650 -6.463 0.233
```

Results
- Total charge: +1
- Maximum force: 0.0810 hartree/bohr
- Molecular weight: 1299.913 Da
- Kohn-Sham gap: 7.504 eV
- Highest occupied orbital energy: -12.0 eV


Number 1: electronic energy -4081.6504 eV. Number 2: electronic energy -59117.0264 eV. Number 3: electronic energy -21473.2442 eV. Number 4: electronic energy -328903.0275 eV. Number 5: electronic energy -17868.0958 eV. Number 6: electronic energy -138944.2194 eV. Number 7: electronic energy -34910.1459 eV. Number 8: electronic energy -875489.8865 eV.